[1]
C22H46N2O19P | wB97M-V/def2-TZVPD

Structure (XYZ):
```
90
Properties=species:S:1:pos:R:3:forces:R:3
N 0.373 -1.154 -3.526 0.26 -0.16 -0.08
P 1.788 -1.417 -2.648 -0.16 -0.11 -0.17
O 1.882 -3.036 -2.442 0.38 0.09 0.20
C 1.113 -1.065 -0.925 0.36 -0.32 -0.19
C 2.238 -1.201 0.113 -0.63 0.60 0.08
C 3.044 0.089 -0.146 0.16 0.05 0.65
C 1.921 1.019 -0.452 -0.18 -0.09 -0.15
N 0.869 0.379 -0.811 0.12 0.44 0.23
H 0.609 -1.099 -4.510 -0.21 0.22 -0.10
H -0.346 -1.863 -3.422 -0.19 0.10 0.07
H 1.248 -3.369 -1.801 -0.14 -0.41 0.02
H 0.223 -1.663 -0.724 -0.14 0.23 0.13
H 2.749 -2.156 0.139 0.24 0.07 -0.19
H 1.737 -1.012 1.068 0.23 -0.48 0.22
H 3.593 0.442 0.728 -0.02 -0.03 0.01
H 3.774 0.050 -0.957 -0.15 -0.04 -0.22
H 1.895 2.097 -0.356 0.11 0.04 -0.08
H -0.016 0.849 -0.982 -0.10 -0.13 -0.29
C -4.790 4.198 -0.275 -0.09 0.10 -0.11
O -3.951 4.277 0.893 0.00 -0.04 -0.02
C -2.941 3.431 0.902 0.00 0.06 -0.01
O -2.666 2.627 0.043 0.08 -0.06 -0.11
O -2.242 3.604 2.029 -0.07 -0.08 -0.09
C -1.134 2.723 2.133 0.26 -0.11 0.13
H -5.564 4.943 -0.130 0.01 0.02 0.06
H -4.216 4.428 -1.171 0.03 -0.03 0.00
H -5.233 3.209 -0.355 0.04 -0.03 0.00
H -0.457 2.887 1.293 0.05 -0.05 0.02
H -1.468 1.686 2.143 0.01 -0.01 -0.04
H -0.623 2.952 3.064 -0.09 0.13 0.03
C 7.362 -3.004 4.480 0.02 0.03 0.10
O 6.152 -3.256 3.749 -0.01 0.03 0.05
C 6.345 -3.681 2.507 -0.06 -0.01 0.06
O 7.400 -3.842 1.961 0.10 0.00 -0.06
O 5.145 -3.899 1.951 -0.13 0.03 -0.10
C 5.214 -4.372 0.604 -0.08 -0.03 -0.18
H 7.045 -2.670 5.462 -0.03 0.00 0.00
H 7.949 -3.915 4.565 0.02 -0.01 -0.04
H 7.950 -2.233 3.989 0.02 -0.02 -0.04
H 5.745 -5.318 0.545 0.06 0.01 0.03
H 5.701 -3.641 -0.041 0.09 -0.01 0.03
H 4.186 -4.515 0.279 -0.02 0.00 0.04
C -3.045 8.267 -4.275 -0.04 0.09 -0.04
O -1.760 7.724 -3.941 0.00 0.06 -0.02
C -1.783 6.472 -3.515 0.03 0.05 -0.04
O -2.757 5.777 -3.389 -0.09 -0.10 0.08
O -0.528 6.099 -3.247 0.06 -0.01 0.02
C -0.405 4.759 -2.785 0.08 -0.08 0.07
H -2.855 9.283 -4.602 0.03 0.01 0.00
H -3.503 7.693 -5.077 -0.01 -0.04 0.01
H -3.695 8.268 -3.404 -0.01 -0.04 0.01
H -0.762 4.055 -3.536 -0.05 0.00 0.00
H -0.962 4.615 -1.859 -0.06 -0.02 -0.03
H 0.657 4.608 -2.609 0.02 0.04 -0.02
C -0.140 -8.534 -0.134 -0.05 -0.08 -0.07
O -0.064 -7.121 0.113 -0.04 -0.01 -0.09
C 0.829 -6.776 1.033 -0.02 0.03 0.03
O 1.559 -7.511 1.636 0.06 -0.06 0.03
O 0.782 -5.444 1.174 -0.03 0.21 -0.06
C 1.708 -4.924 2.133 0.10 0.15 0.03
H -0.903 -8.657 -0.896 -0.02 0.03 -0.01
H 0.815 -8.910 -0.492 0.03 0.01 0.03
H -0.426 -9.063 0.772 0.03 0.01 0.03
H 2.730 -5.156 1.844 0.02 -0.09 0.10
H 1.512 -5.308 3.130 -0.01 -0.11 -0.03
H 1.567 -3.846 2.132 -0.06 0.00 -0.03
C -4.356 -6.354 -5.588 -0.06 -0.03 -0.08
O -2.979 -5.972 -5.450 -0.04 -0.02 -0.09
C -2.616 -5.666 -4.216 0.11 0.01 -0.02
O -3.313 -5.668 -3.237 -0.09 0.01 0.10
O -1.315 -5.339 -4.230 0.01 0.04 -0.05
C -0.796 -5.008 -2.948 0.09 -0.02 0.11
H -4.494 -6.571 -6.641 0.03 0.00 -0.02
H -4.567 -7.238 -4.991 0.00 0.01 0.04
H -5.009 -5.539 -5.283 0.00 0.01 0.04
H -0.885 -5.844 -2.257 -0.05 0.03 0.04
H -1.327 -4.148 -2.532 -0.04 -0.05 0.04
H 0.252 -4.769 -3.105 -0.02 -0.08 -0.12
C -1.355 8.502 6.975 0.01 0.05 0.08
O -2.509 8.108 6.226 -0.02 0.03 0.05
C -2.241 7.428 5.117 0.01 0.00 0.03
O -1.143 7.128 4.721 0.08 -0.03 -0.03
O -3.390 7.130 4.519 -0.06 0.00 -0.08
C -3.237 6.413 3.290 -0.14 0.06 -0.05
H -1.736 9.040 7.837 -0.03 0.00 0.00
H -0.792 7.629 7.298 0.02 -0.02 -0.03
H -0.716 9.151 6.381 0.02 -0.02 -0.03
H -2.728 5.471 3.456 0.08 -0.01 0.02
H -2.684 7.013 2.569 0.06 -0.03 0.00
H -4.238 6.224 2.919 -0.05 0.04 0.07
```
Positions in Å, forces in eV/Å.

## Properties
multiplicity: 1
electronic energy: -2746.13004 a.u.
charge: +1
gap between HOMO and LUMO: 7.93 eV
HOMO level: -12.24 eV

[2]
C6H9O7P | wB97M-V/def2-TZVPD

Structure (XYZ):
```
23
Properties=species:S:1:pos:R:3:forces:R:3
C -0.299 1.332 -1.682 0.58 -0.36 0.09
C -0.462 0.045 -1.958 -0.41 0.88 -0.52
C 3.128 -0.861 1.465 1.84 2.06 3.56
C 2.009 -0.151 0.797 -2.94 -2.10 -1.70
C 0.569 -0.852 1.169 0.13 0.87 -0.82
C -0.670 -0.959 -0.918 0.48 -0.93 0.41
O 2.096 -3.603 -0.800 -0.08 -1.03 -0.18
O 3.175 -2.186 1.084 0.01 -0.92 -0.11
O 2.129 -1.047 -0.836 -0.07 0.95 2.23
O 0.747 -2.233 0.953 0.47 0.91 -0.32
O 2.073 1.096 0.527 0.07 1.71 0.08
O 0.336 -0.500 2.478 0.74 -0.10 -0.67
O -0.555 -0.416 0.419 1.22 -0.59 -0.20
P 2.060 -2.374 -0.055 0.04 -0.99 -0.07
H -0.147 2.169 -2.298 -0.02 0.40 -1.65
H -0.151 1.700 -0.688 -0.65 -0.35 0.89
H -0.568 -0.416 -2.953 0.15 0.78 0.24
H 4.089 -0.411 1.193 -0.22 0.28 -0.04
H 3.051 -0.697 2.680 -0.15 -0.62 -2.98
H 0.035 -1.796 -1.140 -0.88 0.61 0.45
H -1.668 -1.370 -1.039 -0.28 -0.06 0.27
H 1.247 1.512 0.158 0.71 -1.02 0.44
H -0.347 -1.093 2.768 -0.76 -0.40 0.57
```
Positions in Å, forces in eV/Å.

## Properties
multiplicity: 1
energy above the lowest of the compared OMol25 structures with the same formula, charge and spin: 142.1 kJ/mol
electronic energy: -1102.08278 a.u.
charge: 0
gap between HOMO and LUMO: 10.73 eV
HOMO level: -10.27 eV

[3]
C4H9N | wB97M-V/def2-TZVPD

Structure (XYZ):
```
14
Properties=species:S:1:pos:R:3:forces:R:3
C -1.328 -0.973 0.203 -1.34 1.09 -0.16
C -0.769 0.271 -0.536 0.07 -2.13 -0.26
C -0.179 1.276 0.389 -0.69 2.59 0.83
N 0.639 0.416 -0.370 3.17 -0.56 -0.13
C 1.639 -0.633 0.084 0.02 1.03 -0.96
H -2.439 -0.824 0.291 0.86 -0.22 0.18
H -0.879 -0.841 1.228 -0.57 -1.19 -0.97
H -1.228 -1.960 -0.346 0.50 1.18 0.89
H -1.147 0.456 -1.546 -0.03 0.26 0.34
H -0.013 2.380 0.142 -0.63 -1.53 0.24
H -0.567 1.158 1.445 1.08 -0.23 -0.88
H 2.782 -0.383 0.184 -2.52 0.30 -0.33
H 1.282 -1.080 0.956 -0.13 -0.47 2.02
H 1.552 -1.462 -0.597 0.21 -0.11 -0.82
```
Positions in Å, forces in eV/Å.

## Properties
multiplicity: 1
energy above the lowest of the compared OMol25 structures with the same formula, charge and spin: 220.0 kJ/mol
electronic energy: -212.46737 a.u.
charge: 0
gap between HOMO and LUMO: 9.74 eV
SMILES: C[C@H]1CN1C
HOMO level: -8.58 eV

[4]
H15NO6 | wB97M-V/def2-TZVPD

Structure (XYZ):
```
22
Properties=species:S:1:pos:R:3:forces:R:3
N 0.030 0.701 2.316 -3.70 2.02 1.11
H -0.866 0.126 2.290 0.76 -1.86 -0.72
H -0.219 1.439 1.637 1.30 -0.13 -0.79
H 0.089 1.136 3.255 1.28 -0.48 -0.17
H 0.302 -2.334 -1.243 0.30 -0.02 -0.07
H -0.273 -2.042 0.131 -0.12 -0.23 0.01
O 0.518 -2.384 -0.304 -0.39 0.21 0.27
H 2.039 -0.348 -1.078 0.70 0.08 -0.83
H 2.459 0.166 -2.568 0.38 -0.14 0.41
O 1.805 -0.296 -2.037 -0.78 -0.09 -0.21
H -1.915 1.044 -1.089 0.34 -0.40 0.19
H -2.070 2.260 -0.323 -0.33 -0.03 0.53
O -2.156 1.305 -0.178 0.23 0.46 -0.51
H -2.717 -1.251 2.056 -0.51 0.17 -0.37
H -2.436 -0.181 0.847 -0.59 -0.05 0.14
O -2.110 -0.928 1.384 1.34 0.36 0.59
H 0.430 0.652 -2.305 -0.32 0.28 0.21
H 0.213 2.171 -2.407 -0.18 0.01 -0.10
O -0.272 1.355 -2.244 0.19 -0.15 -0.01
H 2.363 -0.206 1.014 0.74 0.13 -0.11
H 2.055 -1.548 0.474 0.57 -0.18 -0.65
O 2.731 -0.836 0.372 -1.19 0.04 1.10
```
Positions in Å, forces in eV/Å.

## Properties
multiplicity: 2
energy above the lowest of the compared OMol25 structures with the same formula, charge and spin: 45.9 kJ/mol
electronic energy: -514.82636 a.u.
charge: +1
gap between HOMO and LUMO (spin up / spin down): 10.24 / 3.89 eV
HOMO level (spin up / spin down): -14.20 / -14.20 eV

[5]
C35H22ClIMnN2O4PS2 | wB97M-V/def2-TZVPD

Structure (XYZ):
```
69
Properties=species:S:1:pos:R:3:forces:R:3
Mn 0.296 0.901 -0.463 -0.12 0.04 0.06
O 1.066 0.966 2.451 0.06 0.07 0.09
C 0.228 0.466 1.699 -0.02 -0.07 -0.07
C -0.830 -0.401 2.355 0.03 -0.02 -0.11
C -1.139 -0.266 3.702 -0.05 -0.02 0.08
C -2.132 -1.041 4.276 0.05 0.05 0.02
C -2.816 -1.971 3.503 -0.02 -0.02 -0.01
C -2.507 -2.124 2.162 0.06 0.04 -0.06
C -1.515 -1.337 1.575 -0.15 -0.13 0.03
P -1.112 -1.412 -0.205 0.14 0.19 0.03
C -2.457 -2.431 -0.890 -0.04 -0.06 0.02
C -3.600 -1.750 -1.306 -0.02 -0.02 -0.01
C -4.695 -2.451 -1.790 0.02 0.02 0.01
C -4.650 -3.834 -1.883 -0.01 -0.02 -0.01
C -3.511 -4.519 -1.481 0.01 0.02 0.00
C -2.421 -3.822 -0.980 -0.01 0.01 -0.01
C 0.358 -2.492 -0.319 0.01 -0.03 0.01
C 1.224 -2.688 0.754 0.00 0.00 0.00
C 2.434 -3.347 0.572 0.01 0.01 0.00
C 2.787 -3.831 -0.679 -0.01 0.01 -0.01
C 1.924 -3.650 -1.753 0.01 -0.02 -0.01
C 0.728 -2.975 -1.577 -0.01 0.02 0.02
H -0.588 0.467 4.278 0.00 0.00 0.00
H -2.384 -0.918 5.323 0.00 0.00 0.00
H -3.603 -2.572 3.943 0.00 0.00 0.01
H -3.054 -2.844 1.566 0.00 0.00 0.00
H -3.641 -0.669 -1.234 0.00 0.00 0.01
H -5.581 -1.909 -2.095 0.00 0.00 0.00
H -5.502 -4.381 -2.270 0.00 0.00 0.00
H -3.472 -5.600 -1.551 0.00 0.00 0.00
H -1.539 -4.359 -0.656 0.00 0.00 0.00
H 0.962 -2.311 1.735 0.00 0.00 0.00
H 3.105 -3.474 1.413 0.00 0.00 0.00
H 3.736 -4.333 -0.824 0.00 0.00 0.00
H 2.199 -4.006 -2.738 0.00 0.00 -0.01
H 0.085 -2.795 -2.432 -0.01 0.00 0.00
Cl 5.976 -2.184 -3.326 0.00 0.01 0.00
C 4.433 -1.403 -3.061 0.01 -0.01 0.02
C 3.489 -1.425 -4.045 -0.03 0.01 0.00
C 2.232 -0.832 -3.852 0.02 -0.02 -0.01
I 0.784 -0.990 -5.336 -0.01 0.00 -0.01
C 1.873 -0.201 -2.662 -0.02 -0.01 -0.01
O 0.725 0.307 -2.421 0.02 -0.02 -0.01
C 2.906 -0.172 -1.642 0.05 0.00 -0.01
N 2.558 0.445 -0.486 -0.02 -0.01 -0.04
C 3.412 0.490 0.510 0.01 0.01 0.01
C 4.693 -0.082 0.419 -0.02 0.01 0.00
C 5.069 -0.706 -0.737 -0.01 -0.01 -0.01
C 4.169 -0.771 -1.821 0.02 0.00 0.02
H 3.708 -1.919 -4.983 0.00 0.00 0.00
H 3.060 0.971 1.416 -0.01 -0.01 0.00
H 5.362 -0.027 1.267 0.00 0.01 0.00
H 6.046 -1.161 -0.833 0.00 0.00 0.00
O -4.061 1.415 2.224 0.00 0.01 0.00
S -4.032 1.814 0.846 -0.01 -0.06 0.00
O -4.938 1.161 -0.064 0.00 -0.01 0.01
N -2.503 1.761 0.248 0.05 0.03 -0.03
C -2.064 2.948 -0.076 -0.05 -0.03 0.03
S -0.538 3.264 -0.740 0.05 -0.01 -0.02
C -3.037 4.062 0.181 0.03 0.00 -0.02
C -2.885 5.419 -0.039 -0.01 0.00 0.00
C -3.942 6.259 0.290 0.00 -0.01 0.00
C -5.123 5.750 0.827 0.00 0.00 0.00
C -5.273 4.386 1.047 0.01 0.00 -0.01
C -4.212 3.571 0.711 -0.02 0.03 0.02
H -1.961 5.799 -0.454 0.00 0.00 0.00
H -3.849 7.325 0.128 0.00 0.00 0.00
H -5.931 6.425 1.077 0.00 0.00 0.00
H -6.183 3.977 1.465 0.00 0.00 0.00
```
Positions in Å, forces in eV/Å.

## Properties
multiplicity: 6
energy above the lowest of the compared OMol25 structures with the same formula, charge and spin: 0.0 kJ/mol
electronic energy: -4804.21982 a.u.
charge: -1
gap between HOMO and LUMO (spin up / spin down): 6.15 / 6.94 eV
HOMO level (spin up / spin down): -3.82 / -4.62 eV

[6]
C17H35Hg2O9S4 | wB97M-V/def2-TZVPD

Structure (XYZ):
```
67
Properties=species:S:1:pos:R:3:forces:R:3
Hg -0.816 -1.345 3.914 -0.18 -0.05 -0.42
Hg -2.119 -3.619 0.342 -0.02 0.98 -0.12
C -0.609 -0.717 0.498 -0.01 -0.17 -0.06
O -1.041 -1.628 1.472 -0.14 -1.57 0.00
H -1.388 -0.662 -0.263 -0.14 0.75 0.22
H -0.426 0.192 1.071 -0.35 0.61 -0.37
H 0.318 -0.956 -0.023 0.27 -0.45 0.31
C 1.847 -3.367 0.114 1.49 0.02 -0.89
C 2.855 -4.476 0.499 1.95 1.31 1.28
C 2.366 -5.737 0.027 -2.76 -2.96 -1.71
S 1.428 -5.363 -1.540 1.00 0.42 -1.38
O -0.004 -5.626 -1.343 0.60 0.69 0.23
O 2.105 -5.886 -2.731 -1.08 0.44 1.78
C 1.838 -3.523 -1.448 -1.22 -1.13 0.84
H 2.122 -2.378 0.482 0.43 0.02 -0.27
H 0.896 -3.554 0.612 -0.36 -0.32 -0.38
H 3.090 -4.609 1.555 -0.38 0.50 0.29
H 3.855 -4.402 0.071 -0.02 1.10 -0.31
H 1.636 -6.156 0.720 -0.26 -0.15 -0.18
H 3.011 -6.563 -0.273 0.49 0.40 0.20
H 1.152 -2.928 -2.051 -0.34 -0.20 0.25
H 2.801 -3.478 -1.957 0.21 0.14 0.53
C 0.289 3.656 0.003 0.40 -3.00 -0.26
C 1.296 3.633 -1.144 -0.46 0.54 -0.99
C 0.484 3.683 -2.504 -0.18 0.99 0.06
S -1.131 4.572 -2.158 1.76 1.22 2.45
O -2.191 3.607 -2.354 -0.22 0.30 -0.35
O -1.158 5.970 -2.612 -0.16 -2.62 0.01
C -0.728 4.654 -0.318 -0.29 1.56 0.11
H 0.763 3.760 0.979 -0.05 0.49 -0.13
H -0.183 2.675 0.054 -0.19 -0.51 0.02
H 1.967 2.774 -1.160 -0.10 -0.07 0.10
H 1.910 4.515 -0.959 0.16 0.14 -0.72
H 0.264 2.713 -2.950 -0.24 -0.12 0.49
H 0.882 4.260 -3.339 0.57 0.17 0.35
H -1.575 4.638 0.368 -0.32 -0.04 -0.54
H -0.158 5.556 -0.093 -0.69 0.85 -0.70
C -4.529 -0.429 -3.623 0.59 1.04 0.44
C -4.208 0.867 -2.787 -1.52 0.79 -1.81
C -3.616 0.410 -1.556 0.32 -1.28 2.18
S -4.713 -0.898 -1.020 -1.62 0.23 2.26
O -5.767 -0.361 -0.098 2.67 -1.53 -2.11
O -3.849 -2.025 -0.513 -0.41 0.29 -0.26
C -5.416 -1.243 -2.644 -0.30 0.14 -0.37
H -3.571 -0.883 -3.877 -0.05 -0.51 0.20
H -4.976 -0.187 -4.587 -0.45 -0.14 0.30
H -5.157 1.346 -2.546 -0.19 0.16 -0.11
H -3.588 1.677 -3.172 0.05 -0.36 -0.72
H -3.653 1.093 -0.707 0.54 0.21 -0.17
H -2.667 -0.088 -1.757 0.23 0.27 0.32
H -6.411 -0.803 -2.577 0.03 0.33 0.00
H -5.637 -2.299 -2.799 0.71 -0.08 -0.04
C 3.940 1.134 2.719 -0.84 0.86 1.84
C 3.774 1.112 4.334 0.49 -2.01 -0.26
C 2.545 1.852 4.803 -0.21 0.24 -1.81
S 1.328 1.615 3.437 2.78 4.57 -0.32
O 0.730 2.916 3.172 0.33 -1.67 -0.30
O 0.442 0.535 3.737 -1.73 -2.10 0.77
C 2.466 0.976 2.145 1.35 0.23 1.30
H 4.660 0.403 2.350 -0.56 -0.53 0.18
H 4.500 2.053 2.546 -0.80 0.46 -0.53
H 4.679 1.489 4.809 -0.12 0.25 -0.15
H 3.666 0.116 4.765 0.33 -0.53 -0.60
H 2.917 2.876 4.816 -1.33 0.42 0.26
H 1.943 1.502 5.641 0.76 0.16 0.43
H 2.205 1.457 1.202 0.16 -0.23 -0.01
H 2.313 -0.100 2.224 -0.40 0.01 -0.66
```
Positions in Å, forces in eV/Å.

## Properties
multiplicity: 2
electronic energy: -3244.61620 a.u.
charge: +2
gap between HOMO and LUMO (spin up / spin down): 4.23 / 4.15 eV
HOMO level (spin up / spin down): -14.24 / -14.24 eV

Q: The highest electronic energy belongs to which entry?
A: C4H9N